{"formula": "C41H73F4N5O2S", "method": "ωB97M-V/def2-TZVPD", "spin_multiplicity": 1, "e_tot_ev": -76949.2591, "e_above_lowest_kcal_mol": 0.0, "homo_lumo_gap_ev": 6.952, "homo_ev": -7.90, "symbols": ["C", "C", "C", "C", "C", "C", "C", "C", "C", "C", "C", "C", "C", "C", "C", "C", "C", "F", "F", "C", "F", "F", "C", "N", "S", "N", "C", "C", "C", "C", "O", "O", "H", "H", "H", "H", "H", "H", "H", "H", "H", "H", "H", "H", "H", "H", "H", "H", "H", "H", "H", "H", "H", "H", "H", "H", "H", "H", "H", "H", "C", "C", "N", "C", "C", "C", "C", "H", "H", "H", "H", "H", "H", "H", "H", "H", "H", "H", "H", "H", "H", "H", "C", "C", "N", "C", "C", "C", "C", "H", "H", "H", "H", "H", "H", "H", "H", "H", "H", "H", "H", "H", "H", "H", "C", "C", "N", "C", "C", "C", "C", "H", "H", "H", "H", "H", "H", "H", "H", "H", "H", "H", "H", "H", "H", "H"], "coordinates": [[-0.307230, 1.591553, -3.466028], [0.104623, 0.514337, -3.816036], [0.458425, -0.890890, -4.172178], [1.960147, -1.218255, -3.954127], [2.339983, -1.609461, -2.486258], [1.317995, -2.517763, -1.802037], [0.375623, -1.988904, -0.796216], [0.521059, -0.508907, -0.450883], [1.735149, -0.315115, 0.501087], [1.746242, -1.232090, 1.744042], [3.201053, -1.252744, 2.343760], [3.844600, -2.671174, 2.213033], [3.611826, -3.558638, 3.479448], [2.302905, -4.384428, 3.322484], [2.399949, -5.444678, 2.178880], [-0.581303, -2.772096, -0.198863], [-1.591899, -2.248245, 0.811432], [-2.710857, -1.867916, 0.103850], [-1.159947, -1.191870, 1.535220], [-2.084901, -3.339216, 1.866192], [-2.187461, -2.739249, 3.078756], [-3.291293, -3.805852, 1.488342], [-0.603544, -4.145797, -0.619172], [-1.436613, -5.105376, -0.237950], [-1.071458, -6.503961, -0.937404], [0.201705, -6.003111, -1.831199], [0.341012, -4.721962, -1.582001], [1.308756, -3.834891, -2.156617], [2.298189, -4.442967, -3.158177], [3.466222, -4.986602, -2.303928], [4.140487, -4.231623, -1.631284], [3.738938, -6.315235, -2.290943], [-0.918799, 2.474031, -3.393318], [-0.238373, -1.608725, -3.718378], [0.280975, -0.949920, -5.261916], [2.526464, -0.304858, -4.198379], [2.257327, -1.975953, -4.692545], [3.291301, -2.158367, -2.551137], [2.542062, -0.679438, -1.949205], [0.770026, 0.013733, -1.389404], [-0.399750, -0.041463, -0.091719], [1.765699, 0.724317, 0.875802], [2.702424, -0.460097, -0.007300], [1.083651, -0.880498, 2.547546], [1.507827, -2.281731, 1.529191], [3.881289, -0.570203, 1.810519], [3.203752, -0.977907, 3.409487], [4.941621, -2.567251, 2.122646], [3.517685, -3.184769, 1.294447], [3.544708, -2.894261, 4.354929], [4.437169, -4.277818, 3.619353], [1.454240, -3.711272, 3.127503], [2.105567, -4.904194, 4.272802], [3.306632, -5.278694, 1.577175], [2.461312, -6.453432, 2.616717], [1.507117, -5.397657, 1.533542], [-1.357355, -4.161675, 1.891326], [2.746055, -3.703699, -3.823406], [1.798087, -5.249119, -3.708196], [4.234042, -6.462161, -1.468871], [-2.516005, -1.364292, 9.356300], [-2.755171, -1.366910, 7.852899], [-4.052673, -1.897075, 7.477215], [-4.170519, -2.181809, 6.054634], [-4.082868, -1.005822, 5.078105], [-5.203750, -1.252631, 8.086770], [-5.376311, 0.256038, 7.878163], [-2.675910, -2.357054, 9.780192], [-1.485853, -1.070815, 9.565907], [-3.166806, -0.656568, 9.872829], [-1.982456, -1.995431, 7.401088], [-2.595881, -0.349194, 7.464893], [-5.105716, -2.720642, 5.876321], [-3.382120, -2.895300, 5.792662], [-4.989459, -0.400967, 5.090084], [-3.970609, -1.386125, 4.062050], [-3.227107, -0.360459, 5.280480], [-5.166801, -1.441106, 9.163974], [-6.112585, -1.762540, 7.756203], [-4.449495, 0.808131, 8.041836], [-6.111309, 0.640242, 8.589823], [-5.748401, 0.490626, 6.882059], [3.172212, 2.168670, -3.105445], [4.414782, 2.216720, -3.982094], [4.183682, 2.842378, -5.270981], [5.265347, 2.627830, -6.219192], [6.637489, 3.223645, -5.888361], [3.635796, 4.188326, -5.235424], [4.416442, 5.261250, -4.468363], [2.319732, 1.713208, -3.601557], [3.374336, 1.588444, -2.200999], [2.871343, 3.169227, -2.786912], [4.735982, 1.183756, -4.152082], [5.226490, 2.706610, -3.423267], [4.951337, 2.987526, -7.203380], [5.388817, 1.546319, -6.342191], [6.654095, 4.304111, -6.026505], [7.387689, 2.807277, -6.564936], [6.954674, 2.995020, -4.870368], [2.630214, 4.133259, -4.807828], [3.472972, 4.532671, -6.260181], [4.746583, 4.915404, -3.487504], [3.775319, 6.130858, -4.305333], [5.285910, 5.609639, -5.023905], [-4.184659, 2.656239, -2.043647], [-3.678858, 4.030723, -1.629361], [-3.894536, 5.052274, -2.638256], [-3.157428, 6.280152, -2.383772], [-3.512638, 7.082315, -1.127874], [-5.266969, 5.224159, -3.086366], [-6.330230, 5.552660, -2.032757], [-3.764685, 2.356656, -3.005705], [-3.886416, 1.913644, -1.301481], [-5.273039, 2.624303, -2.114748], [-2.602383, 3.942608, -1.452496], [-4.131905, 4.300677, -0.663638], [-3.243389, 6.933363, -3.256994], [-2.093845, 6.023301, -2.329349], [-4.461175, 7.606823, -1.236876], [-2.748703, 7.844074, -0.954548], [-3.557598, 6.457484, -0.235319], [-5.573174, 4.307631, -3.598980], [-5.292555, 5.989343, -3.866810], [-6.252580, 4.916604, -1.149681], [-7.324377, 5.395304, -2.457759], [-6.283433, 6.593427, -1.715699]], "atomic_forces_ev_per_a": [[-0.584, -0.237, -0.658], [-0.450, -0.697, 0.487], [0.410, 0.899, -0.868], [-0.372, 0.341, 0.394], [0.080, -0.098, -0.753], [0.001, 0.116, 0.321], [-0.153, 0.649, -0.213], [0.913, 0.004, -0.691], [-0.464, -0.009, 0.808], [1.331, 0.454, 0.736], [0.065, -1.065, -0.384], [0.841, 0.174, 0.953], [-0.856, -0.183, -1.003], [0.334, -0.153, 0.116], [-0.065, 0.208, 0.529], [0.803, -0.012, -0.329], [-0.913, -1.081, -0.052], [0.390, 0.408, 0.269], [-0.096, -0.106, -0.322], [0.718, 0.355, -0.772], [-0.143, -0.389, -0.158], [0.136, 0.094, 0.427], [0.166, -1.620, -0.724], [-0.655, -0.064, 0.658], [0.574, 0.809, -0.254], [-0.524, -0.489, 0.193], [0.092, 2.016, 0.629], [0.334, -0.253, -0.716], [0.268, -0.816, 0.840], [0.849, 0.569, 0.506], [-0.581, -0.400, -0.319], [-1.052, 0.417, -0.171], [0.572, -0.096, 0.251], [0.279, 0.253, 0.133], [-0.022, -0.072, 0.368], [-0.095, -0.433, -0.062], [-0.110, 0.067, 0.358], [-0.245, 0.320, 0.319], [-0.162, -0.395, 0.001], [-0.272, -0.098, 0.377], [0.355, -0.303, 0.041], [-0.110, -0.291, -0.293], [-0.496, -0.108, -0.099], [-0.138, -0.081, -0.535], [-0.233, 0.415, -0.206], [-0.473, 0.109, 0.184], [0.005, 0.068, -0.361], [-0.393, 0.131, -0.117], [0.006, 0.234, 0.253], [0.136, -0.350, -0.152], [-0.184, 0.365, 0.010], [0.248, -0.139, 0.193], [-0.119, 0.202, -0.264], [-0.389, -0.099, 0.033], [-0.027, 0.287, -0.290], [0.399, -0.120, 0.069], [-0.368, 0.166, 0.415], [-0.282, -0.226, 0.051], [0.266, 0.236, 0.036], [0.276, 0.025, -0.287], [-0.026, 0.072, 0.040], [0.028, 0.083, 0.144], [-0.135, -0.250, -0.162], [0.145, -0.124, -0.160], [-0.165, 0.004, -0.144], [-0.023, 0.091, 0.327], [-0.177, 0.059, 0.002], [-0.057, 0.011, -0.034], [-0.019, 0.015, -0.022], [0.006, -0.034, 0.016], [-0.136, -0.023, -0.166], [0.088, 0.025, 0.020], [-0.049, 0.073, 0.141], [0.064, 0.050, 0.105], [0.053, 0.066, 0.062], [0.014, 0.003, 0.029], [-0.008, -0.006, 0.027], [0.104, 0.006, -0.020], [0.119, -0.067, -0.163], [0.015, -0.039, -0.015], [0.020, -0.019, 0.003], [0.103, 0.041, -0.022], [0.078, 0.209, 0.187], [-0.116, -0.031, 0.147], [0.021, -0.092, -0.326], [0.104, -0.185, -0.071], [0.085, 0.053, -0.156], [-0.279, 0.117, 0.201], [-0.014, 0.157, -0.065], [0.088, 0.102, -0.150], [0.069, 0.054, 0.009], [-0.035, -0.039, 0.044], [0.114, 0.074, -0.183], [0.021, -0.062, 0.075], [-0.099, 0.097, 0.086], [-0.061, -0.010, 0.122], [0.004, 0.002, 0.089], [-0.018, -0.014, 0.018], [-0.033, 0.011, 0.006], [0.046, -0.089, 0.050], [0.140, -0.151, -0.053], [-0.001, -0.036, -0.022], [-0.005, -0.027, -0.001], [0.062, -0.049, 0.077], [-0.059, -0.026, 0.032], [-0.119, -0.149, 0.020], [0.197, 0.206, -0.195], [0.211, 0.038, 0.043], [0.022, 0.182, -0.031], [-0.231, -0.250, -0.084], [-0.128, 0.098, -0.056], [-0.035, 0.049, -0.015], [-0.009, 0.024, 0.001], [0.020, -0.012, -0.029], [0.009, 0.213, -0.022], [0.033, -0.064, 0.064], [-0.137, -0.082, -0.027], [-0.042, -0.125, 0.031], [-0.029, -0.061, 0.059], [0.003, -0.029, -0.003], [-0.020, -0.019, -0.023], [0.071, -0.043, 0.075], [0.187, 0.063, 0.081], [0.039, 0.001, -0.014], [0.024, -0.013, -0.003], [0.034, -0.037, 0.097]]}